Below is C46H40Cl2FeN2O7 as an isolated structure, with properties calculated with the ωB97M-V functional and the def2-TZVPD basis.

For the total energy, the calculation gives -4597.331474 hartree. As for the spin multiplicity: 5. The HOMO energy (spin up / spin down) is -1.980 / -1.957 eV. As for the expectation value of S²: 6.01. Its charge is -2.

Structure (XYZ):
```
98
Properties=species:S:1:pos:R:3:lowdin_spin:R:1
Fe -0.8510 -1.4665 -1.4827 3.729
O 0.0179 1.5017 -4.9627 0.001
C 1.2640 1.7911 -4.5475 0.000
C 1.8952 2.9372 -5.0273 0.000
C 3.1606 3.2811 -4.5809 0.000
C 3.8184 2.4763 -3.6569 0.000
C 3.2066 1.3239 -3.1948 0.000
C 1.9340 0.9583 -3.6284 0.001
C 1.2683 -0.2720 -3.1421 0.002
O 0.0261 -0.4515 -3.4551 0.025
N 1.9886 -1.1050 -2.4331 0.001
N 1.2096 -2.1313 -1.9792 0.029
C 1.7596 -3.2325 -1.6541 0.005
C 1.0238 -4.3883 -1.2029 0.002
C 1.7489 -5.4890 -0.7359 0.000
C 1.1444 -6.6444 -0.2841 0.002
C -0.2522 -6.7120 -0.2798 0.000
C -1.0002 -5.6520 -0.7383 0.003
C -0.4116 -4.4620 -1.2524 0.003
O -1.1682 -3.5528 -1.7557 0.032
H -0.2409 0.6898 -4.4058 0.000
H 1.3732 3.5556 -5.7479 0.000
H 3.6303 4.1866 -4.9473 0.000
H 4.8015 2.7543 -3.2960 0.000
H 3.6972 0.6676 -2.4884 0.000
H 2.8480 -3.3245 -1.7381 0.001
H 2.8329 -5.4147 -0.7170 0.000
H 1.7437 -7.4769 0.0669 0.000
H -0.7448 -7.6101 0.0798 0.000
H -2.0832 -5.6950 -0.7341 0.000
C 1.3291 2.7494 3.3824 0.000
C 1.4339 2.4235 1.8958 0.000
C 2.4534 3.3402 1.2127 0.000
O 1.8251 1.0819 1.6923 0.000
C 0.9143 0.3880 0.8127 0.000
C 0.0106 1.5617 0.3304 0.000
O 0.1696 2.5789 1.3176 0.000
C -1.4715 1.4473 -0.1562 0.005
O -1.5608 0.4599 -1.0917 0.049
C -2.5746 1.3185 0.9145 0.001
C -2.5739 1.9080 2.1780 0.000
C -3.6858 1.8253 3.0067 0.000
C -4.8280 1.1591 2.5951 0.000
C -4.8405 0.5592 1.3432 0.000
C -3.7296 0.6445 0.5194 0.000
C -1.7229 2.7847 -0.9214 0.001
C -1.1105 2.9157 -2.1704 0.000
C -1.2967 4.0436 -2.9496 0.000
C -2.1301 5.0641 -2.5035 0.000
C -2.7585 4.9381 -1.2762 0.000
C -2.5555 3.8089 -0.4878 0.001
C 0.4217 -0.9844 1.3948 0.008
O -0.4240 -1.5713 0.5162 0.071
C -0.1955 -0.9188 2.8097 0.002
C -1.5352 -1.2506 2.9702 0.000
C -2.1054 -1.3314 4.2323 0.000
C -1.3403 -1.0822 5.3625 0.000
C 0.0039 -0.7670 5.2158 0.000
C 0.5738 -0.6999 3.9521 0.000
C 1.6567 -1.9266 1.5444 0.001
C 2.9929 -1.5850 1.3523 0.001
C 3.9995 -2.5337 1.5041 0.000
C 3.6921 -3.8419 1.8401 0.000
C 2.3595 -4.2011 2.0021 0.000
C 1.3616 -3.2543 1.8533 0.000
H 2.3071 2.6465 3.8544 0.000
H 0.6316 2.0625 3.8546 0.000
H 0.9683 3.7728 3.5003 0.000
H 3.4383 3.1791 1.6528 0.000
H 2.1577 4.3824 1.3420 0.000
H 2.4970 3.1138 0.1463 0.000
H 1.4691 0.0665 -0.0753 -0.001
H 0.5283 1.9153 -0.5708 0.000
H -1.7076 2.4470 2.5192 0.000
H -3.6447 2.2746 3.9930 0.000
H -5.6989 1.1106 3.2400 0.000
H -5.7196 0.0224 1.0043 0.000
H -3.7358 0.1703 -0.4530 0.000
H -0.5053 2.0959 -2.5392 0.000
H -0.8022 4.1141 -3.9118 0.000
H -2.2913 5.9467 -3.1128 0.000
H -3.4253 5.7204 -0.9292 0.000
H -3.0497 3.7305 0.4723 0.000
H -2.1056 -1.4732 2.0785 0.000
H -3.1551 -1.5832 4.3302 0.000
H -1.7824 -1.1450 6.3513 0.000
H 0.6177 -0.5837 6.0920 0.000
H 1.6308 -0.4892 3.8471 0.000
H 3.2708 -0.5764 1.0877 0.000
H 5.0329 -2.2399 1.3515 0.000
H 4.4816 -4.5750 1.9654 0.000
H 2.1009 -5.2302 2.2232 0.000
H 0.3210 -3.5409 1.9509 0.000
Cl -3.0028 -1.5202 -3.1761 0.020
C -3.1308 0.2151 -3.5307 0.000
Cl -4.8164 0.7385 -3.6546 0.001
H -2.6410 0.4114 -4.4773 0.000
H -2.6378 0.7257 -2.6986 0.000
```